Entry 1:
160
Properties=species:S:1:pos:R:3 method="wB97M-V/def2-TZVPD" e_tot_ev=-221956.4293 largest_force_ev_per_a=3.089 lumo_energy_ev=0.14 orbital_gap_ev=9.1
H -15.2607 19.3045 24.6157
H -15.1713 16.4488 21.6638
O -11.8876 24.3796 28.6890
O -10.4252 17.1507 17.8477
H -14.9734 18.9497 29.4339
H -13.1034 24.8058 20.6118
H -8.5033 26.6085 19.1689
H -14.6206 18.4648 20.0657
H -3.0125 14.3671 26.3315
H -12.7342 27.5423 25.9108
O -9.3443 24.2308 18.5222
H -14.5739 20.1445 20.5838
H -6.9655 18.7066 21.8527
H -11.6165 20.3113 16.7938
O -9.4128 25.6701 16.5220
C -11.2000 19.3146 16.6795
O -12.3630 16.0603 22.6397
H -10.9313 23.3471 19.5299
H -9.6519 17.3203 21.8001
S -5.5687 20.4104 20.7420
O -6.0197 21.7272 20.2214
H -15.9061 21.4597 24.0233
H -14.0613 19.0298 27.8328
H -13.4102 20.0531 18.4569
C -14.2997 18.8095 24.4429
H -9.9321 20.8623 21.8782
H -8.4126 23.7419 28.6428
H -8.7773 19.5354 29.6763
H -13.4401 24.3308 18.9589
S -11.4057 25.8279 22.7910
S -14.0904 22.7532 20.5998
O -3.5526 17.6506 25.1020
H -5.9352 17.7965 25.2799
O -9.9372 19.3094 19.0816
H -4.0232 19.4716 19.0585
H -10.9384 17.5861 27.0629
H -13.4252 18.9917 21.2765
H -16.1988 16.0397 30.6188
C -16.2570 21.7214 23.0294
S -10.2901 19.8269 27.7454
H -8.3050 21.8288 18.8551
H -15.3298 17.5698 31.0332
C -10.1269 23.0845 18.8409
C -7.0796 19.4903 21.1044
H -8.7860 22.4850 20.3876
H -9.2499 25.2975 28.8712
H -10.5767 23.7646 21.9092
H -14.1930 18.1539 25.3077
H -11.1671 27.3253 26.7312
S -10.0711 25.4657 17.7869
H -1.8512 15.6872 26.4747
H -11.0012 23.2190 26.0139
H -10.2316 26.5432 19.7495
C -13.1879 19.8462 24.3863
H -9.2960 23.1065 26.5563
H -11.8987 23.4952 23.0981
O -9.5131 19.1075 24.1541
H -9.0554 15.9060 21.1677
C -15.8366 23.0986 22.5127
O -15.9358 16.6968 28.2090
O -16.5484 14.9867 22.4686
H -13.2128 18.5975 29.3426
C -11.6999 27.8796 25.9620
C -15.3476 15.3849 21.8061
C -15.1976 14.5444 20.5396
H -7.9215 19.7850 28.1005
O -11.9901 19.0925 24.1459
H -5.3733 18.3488 19.5201
S -10.7507 23.4240 28.4383
H -15.5787 14.5583 24.9917
H -9.7599 27.7241 18.4856
O -11.4044 19.6978 28.7737
H -3.4363 15.7770 27.3223
C -10.2598 23.5884 26.7186
H -9.6295 21.0701 19.6045
C -12.9133 19.5983 19.3199
C -9.8117 16.2445 21.8791
H -16.1895 14.1955 20.2423
C -10.7516 20.1698 22.0787
C -11.0783 27.6749 24.5759
C -11.3570 14.0882 21.1960
S -17.0147 15.9649 23.6758
H -15.3517 16.2630 33.1505
H -10.5028 19.2361 21.5824
H -9.4555 17.5051 28.0769
H -15.8985 23.8179 23.3325
C -11.0064 24.0666 22.8620
H -12.3099 13.6230 20.9455
H -9.1749 24.2614 30.1811
C -14.1617 18.5823 28.8164
H -12.1462 20.2753 19.7035
H -10.1749 24.6534 26.4809
H -14.8159 15.1238 19.6966
C -15.2688 16.4790 30.9808
H -10.5766 22.6017 17.9690
O -10.4684 26.4669 21.8855
H -9.6771 15.8953 22.8991
O -5.2849 15.8400 25.4481
C -9.2782 24.2267 29.0962
H -8.5583 21.1369 28.9241
H -13.4112 20.6173 23.6446
H -14.5534 15.0495 22.4803
O -12.8078 25.9542 22.5213
H -14.5774 13.6514 20.5983
H -14.4222 18.2210 23.5368
C -9.5503 26.7557 18.9301
C -14.7482 15.9502 32.2962
H -16.0244 20.9756 22.2686
H -10.3996 19.3181 15.9434
H -9.3890 18.0685 26.4000
O -14.4536 23.1104 22.1361
O -15.2104 22.0853 19.9940
S -11.5383 15.8932 21.3866
H -11.7071 28.9432 26.1994
S -10.7841 18.4764 18.2444
C -15.7087 15.6377 24.9146
H -5.6832 19.6210 18.4183
H -10.9842 13.5941 22.0927
C -6.2747 16.7978 25.0029
O -3.4373 15.5372 23.8056
O -12.7641 22.1867 20.6430
C -13.8848 24.4407 19.9477
H -13.0603 20.3082 25.3682
H -17.3507 21.7084 23.0720
S -14.5325 16.8190 28.4673
H -6.4729 15.6423 23.1856
S -10.6308 19.9487 23.8666
C -9.1808 22.0533 19.4659
H -16.1192 16.0375 25.8382
H -16.4961 23.5076 21.7479
H -11.6862 28.1638 23.8125
O -11.4985 25.3049 17.8769
H -11.7214 20.5610 21.7888
H -7.3137 17.3168 23.1993
H -7.8037 20.2274 21.4604
C -5.0785 19.3750 19.2933
H -14.7596 25.0804 19.9468
S -3.7497 16.2203 25.0357
H -7.1757 16.5436 25.5552
O -10.8356 21.2617 24.4337
O -14.3098 16.1731 29.9492
C -13.9561 19.2752 20.3631
H -14.7254 16.0119 24.6397
C -8.7604 20.0819 28.7377
H -10.7093 13.8502 20.3489
H -13.7097 16.2172 32.4764
H -5.6249 17.1482 22.9723
H -10.0610 28.0633 24.5293
H -11.9564 18.6399 16.2755
H -10.2312 23.9258 23.6130
O -18.2572 15.4524 24.1761
O -13.5511 16.3152 27.5562
H -7.6244 19.0703 20.2548
C -9.9916 18.0620 27.3114
O -11.0726 26.2574 24.3153
O -12.2465 18.3852 18.9375
H -14.8606 14.8644 32.3594
C -2.9086 15.4463 26.4310
O -16.9207 17.3399 23.2471
C -6.4717 16.6865 23.4876

---

Entry 2:
151
Properties=species:S:1:pos:R:3 method="wB97M-V/def2-TZVPD" e_tot_ev=-99600.2085 largest_force_ev_per_a=5.164 total_charge=-1 lumo_energy_ev=1.62 orbital_gap_ev=7.8
H 1.0216 -7.0154 9.8310
H -6.9291 5.2808 3.5824
H 3.8641 7.5623 3.6050
H 5.6337 -1.8999 -10.8123
H -5.4449 -2.5360 -6.6840
H -0.9953 -9.4782 -5.1300
H -0.5557 4.8811 -3.6503
O -6.9530 -1.1563 -7.5067
N 1.8284 8.2846 2.0670
C 5.7669 6.8168 2.0369
H 5.6293 -2.3117 1.9277
C 3.0771 -11.3277 8.7173
C 4.3177 -0.4624 -7.5615
C -10.5558 7.1210 6.0200
C -0.3084 -10.0632 -4.5184
C -0.3147 -0.3604 2.2519
H 6.8466 6.6676 2.0313
C 3.2404 8.3097 1.5930
H -1.8495 7.4092 9.6891
H 7.4315 -0.4871 3.9086
H -9.6432 -3.8522 -8.4939
H 11.0816 1.8328 -2.8809
C 0.8343 -7.0312 8.7573
N -0.9747 5.7821 -3.8314
O -0.0882 0.7063 -0.3365
H 1.5947 -6.4699 8.2143
H 0.0026 7.7554 8.4862
O -8.7844 5.5303 4.3463
C 0.4752 -8.2998 -3.0090
H -0.7111 8.1598 7.1250
C 3.4858 9.4981 0.6119
C -0.2271 6.5591 -4.5839
H 4.4174 0.5521 -7.1756
H 4.0980 -1.0287 -6.6564
C 7.7263 0.6667 -10.9893
O 8.7681 3.0538 -3.1829
O -0.5127 7.7243 -4.8172
H 8.4696 0.1048 -11.5549
H -12.8612 6.2132 5.9155
C 5.9114 0.1301 -9.1770
F 0.1851 -0.1275 3.4802
H 0.2265 -7.4306 -3.6179
H -3.9133 7.0605 8.0579
N 6.2262 -1.1826 -11.2054
N 1.1056 -12.0372 -4.7846
H 2.1531 -10.7997 6.4776
H 7.6231 -1.1282 -9.7383
N 0.7740 5.8825 -5.0539
H -9.8401 4.4186 5.6613
H -9.5499 7.4958 5.8308
H 10.1934 0.5142 -2.1001
H 3.3730 10.4163 1.1884
F 0.0785 -1.6105 1.8486
C 9.0148 1.9280 -2.7523
C -1.5128 5.8930 8.2315
H 0.5441 -12.3628 -4.0108
H 4.5422 9.5634 0.3511
H 1.7998 -11.5182 -4.2662
C -0.7155 -11.8498 -6.3373
N -12.1796 5.4784 5.7911
H -10.4464 6.8062 7.0578
C 4.2131 8.2461 2.8312
H -0.8885 3.4143 8.5402
H -7.8966 3.9602 3.1589
H 3.4507 -0.5277 -8.2189
O -2.2370 4.9188 8.9850
H 0.9181 4.9134 -4.8088
C -5.9308 -1.5763 -6.5084
H -5.8059 -2.7971 -9.4887
H 0.9778 -11.1518 9.0477
C -1.7956 7.3222 8.6039
H -8.6340 -2.2139 -6.7738
C 1.8345 -9.1771 8.7828
H -2.2305 2.8609 9.4891
H 1.3156 -8.0308 -2.3689
C 6.9537 -0.3847 -10.1709
H -11.8532 5.3599 6.7395
O 5.4637 -0.8878 -8.2266
H 5.5794 6.8629 0.9641
H -10.5772 4.3793 3.9642
N -0.7983 8.2549 8.1268
H 1.9109 -9.0973 9.8671
O 0.8344 -9.3887 -3.8353
H 2.9174 -12.3947 8.5622
C -6.8130 -3.0851 -9.7904
C -8.0434 -2.0234 -7.6699
N 6.2654 -2.9019 2.4446
H 2.7708 9.3958 -0.2044
C -10.0530 4.9477 4.7324
H 6.2252 -0.6628 2.5857
H -3.0989 7.8525 6.8152
H 1.3708 6.2342 -5.7890
N 1.3293 -10.8877 7.0552
C -3.1029 7.7726 7.9022
H -1.7355 5.7507 7.1741
H 7.1912 1.2726 -2.7699
H -0.4497 5.8689 8.4711
H -7.2186 -2.3078 -10.4380
H -0.3984 -8.5513 -2.4077
N 10.2199 1.4089 -2.5680
H 5.2057 6.0556 2.5789
C 6.9760 -2.3555 3.3645
H -0.0700 -6.4642 8.5361
C -7.7191 4.6475 3.9861
H -5.1461 -0.8554 -6.2790
H -11.4110 6.5225 4.0967
N 6.8975 -1.0292 3.2444
O 0.6275 -8.4241 8.4755
H 2.6732 -8.6691 8.3068
H 7.0193 1.0527 -11.7236
H -11.2608 7.9478 6.1063
H 6.3473 -3.8949 2.2792
C 0.3215 -11.0826 -5.5371
C -11.0997 6.0817 5.0437
S 0.4337 0.9498 1.0117
H -9.0487 -3.3644 -9.9381
H -6.4799 -1.7019 -5.5752
F -1.6421 -0.2710 2.3782
O -0.0695 2.1814 1.5974
H 1.6377 7.3058 2.2274
H 8.3168 0.3443 -1.7283
O 7.6769 -2.9447 4.1879
C 1.7177 -10.6447 8.4284
H 3.4561 7.4374 0.9760
C -7.6563 -3.2762 -8.5131
H 5.0864 0.5618 -9.7437
H -7.4037 4.0889 4.8673
N -8.8402 -3.8957 -9.1048
H -1.4443 -11.1570 -6.7581
H 4.0582 9.2362 3.2598
H -6.7788 -3.9449 -10.4595
H -7.2588 -3.9922 -7.7937
O 5.6121 8.0815 2.5838
H -1.2279 -12.5734 -5.7033
H 8.2537 1.4418 -10.4333
C -1.9589 3.5533 8.6923
H -1.8328 6.0662 -3.3807
H 6.3560 0.9100 -8.5588
H -0.8822 -10.5754 -3.7462
H 0.9497 -10.3960 -6.1045
H -2.4560 3.3555 7.7426
H -3.4284 8.7964 8.0867
H -0.2055 -12.4406 -7.0983
H 3.3290 -11.3074 9.7776
H -8.7053 -1.2895 -8.1297
O 1.8987 0.7246 1.0692
N 8.1018 1.0925 -2.3718
H 0.7473 -10.1215 6.7479
H 5.5086 -0.6158 -11.6342
H 3.9487 -10.8599 8.2595
H 1.1925 8.5310 1.3221

---

Entry 3:
139
Properties=species:S:1:pos:R:3 method="wB97M-V/def2-TZVPD" smiles=COC[C@H](C)N.COC[C@H](C)N.COC[C@H](C)N.COC[C@H](C)N.COC[C@H](C)N.CCO.CCO.CCO.CCO.CCO.CCO e_tot_ev=-64624.9021 largest_force_ev_per_a=4.556 lumo_energy_ev=0.40 orbital_gap_ev=8.9
C -3.3508 3.7703 -0.5487
H -3.2865 -3.4873 -1.9159
C 2.5903 0.1351 -2.4392
C -0.6954 0.3733 -0.5037
H -0.8514 -0.2365 -1.3935
H -6.6834 -0.3484 -2.6647
O 3.3240 4.5355 2.8526
H 3.8042 -6.3846 1.2158
H 3.8176 -0.2630 1.0424
C 3.4644 -4.3071 0.9733
H -3.6088 3.6442 3.4493
H -1.4221 1.5739 2.4504
H -4.1316 3.5975 0.1919
C 2.6236 2.3070 2.2308
C 1.1257 0.5141 4.9059
N 0.9868 3.4969 -5.1615
H 1.6132 -0.2509 -2.1486
H 2.6533 4.1886 1.0050
C -2.4796 2.1203 -4.3282
C 2.3560 -3.7158 0.0859
H -3.1255 2.6335 -5.0406
O -0.2891 -1.3332 1.2031
C 0.1938 -0.4851 5.6869
C 0.3025 -0.1993 0.5392
H 1.5343 2.3341 2.1995
H 2.8659 2.1096 3.2750
H 6.7482 0.4423 0.8222
C 1.6219 2.3035 -3.0584
H -6.2703 -1.9825 -3.1574
O -0.2423 -6.0412 -0.2873
H 0.3726 -3.7144 -2.1339
C 3.1390 2.6627 -5.1158
C -4.4655 -0.7279 -3.0854
C 5.4772 -4.6237 3.4074
H -2.0475 -2.1495 4.5930
H 3.1926 2.6732 -6.2044
H -2.4691 3.2098 -0.2380
N 3.4769 -5.6994 0.5499
H 4.9601 -0.8009 2.9281
C -0.3203 -6.8281 0.8936
C -0.4279 7.2303 -2.6861
H -2.9570 2.0696 4.7829
H 5.9244 -4.3987 2.4392
H -3.1399 -3.9624 2.3408
H -3.4178 -0.5456 -1.3676
H -3.7508 -2.6716 4.3786
C 5.6800 0.6595 0.8206
H -4.4610 6.5359 -0.7114
H 2.0877 -4.4272 2.6909
H 4.1846 4.9422 2.7278
O 5.1948 -1.2660 2.1218
H 0.7391 -1.1255 6.3801
H -2.5652 -3.6773 -3.3478
H 0.7790 3.5007 -6.1499
C 3.1227 -4.1370 2.5100
H 0.9648 -0.6387 3.4426
H 0.4788 0.5402 1.3203
H -3.6000 6.5318 -2.0559
C -2.3698 -3.6636 3.0519
H 1.5626 3.3097 -2.6435
H -1.7980 4.8805 -2.4736
H 0.6293 1.9024 -2.8536
H -0.8179 5.1456 -0.9554
H 2.8226 -0.2846 -3.4181
H 5.4955 1.2462 -0.0793
H 3.2740 -0.3630 -1.7517
O -2.4201 1.4345 4.3034
H 2.1502 -2.7443 0.5351
C 4.8509 -0.5867 0.9175
H -3.1226 1.4075 2.2825
H 3.8748 1.9106 -4.8311
H -1.2488 -5.1904 -2.6136
H -1.3019 -7.1952 1.1933
O 4.0730 -5.0154 3.2846
H -1.5475 2.0255 -4.8853
H -1.8751 3.8947 3.7574
N -4.1013 5.9207 -1.4272
H -0.5469 -3.0307 -0.7703
H 2.5065 -5.9720 0.4854
H 0.4899 1.2978 4.4941
H -1.4272 -3.5104 2.5263
O 1.7329 -0.2745 3.8886
H -0.2378 -1.0615 4.8687
H -4.8112 1.2639 -4.0502
H 3.5225 3.6332 -4.8009
H 1.4590 4.3711 -4.9800
C -4.0937 0.7612 -3.4017
H -4.0373 -1.3870 -3.8405
N -4.0211 -1.2144 -1.8247
H 0.5198 6.9689 -2.2153
H -4.1700 1.3119 -2.4642
H -4.8000 -1.2435 -1.1824
O -2.8051 0.8023 -3.9353
C -0.6074 -3.3691 -1.8047
H 2.8998 1.4925 1.5611
C -2.8084 -2.4561 3.8753
H 1.2119 -0.4060 -0.0249
H -0.5079 6.6798 -3.6235
H 4.1409 3.5159 1.2283
O -1.5246 6.8074 -1.8139
H -0.4005 8.3000 -2.8936
C 3.2107 3.6595 1.7780
H -1.1770 -1.1208 1.4999
H 1.8544 1.0261 5.5343
H 2.7098 -3.4801 -0.9177
H 4.4430 -3.9594 0.6424
H -0.5437 0.0769 6.2600
H 0.3207 -7.7095 0.8744
O 2.6834 1.6078 -2.3810
H -3.6109 3.2159 -1.4505
H -2.2323 -4.5385 3.6874
H -2.4727 3.8395 2.1179
H -1.7989 -5.0078 0.3634
C -2.3606 1.7942 2.9592
H 5.4452 1.2140 1.7292
H 1.4570 -4.3235 -0.0174
H 6.0560 -5.4636 3.7917
H -2.3031 -6.3058 -0.6893
H 5.5365 -3.7584 4.0676
C -1.5834 -4.5446 -1.8018
H -2.3198 2.8984 -3.5818
O -3.0268 -1.3492 2.9936
H 3.2683 -3.0813 2.7389
H -6.2560 -0.5949 -4.3078
C 1.7748 2.4010 -4.6372
H -3.0871 -0.5383 3.5040
C -6.0165 -0.9320 -3.2993
H 1.4206 1.4888 -5.1174
C -1.6810 5.4463 -1.5493
H 4.9594 -1.1671 0.0013
N -2.8596 -4.1752 -2.5198
H -0.9618 -2.5215 -2.3914
C -2.9892 5.2465 -0.7075
H -0.0020 -6.2843 1.7830
H -2.8029 5.6050 0.3048
H -0.3396 1.2645 -1.0207
H -1.6981 0.6510 -0.1788
C -2.6014 3.4046 3.1090
C -1.5715 -5.5054 -0.5793